{"formula": "C12H19N3O4", "method": "wB97M-V/def2-TZVPD", "symbols": ["C", "O", "N", "C", "C", "H", "H", "H", "H", "H", "H", "H", "C", "O", "N", "C", "C", "H", "H", "H", "H", "H", "H", "H", "C", "C", "C", "C", "C", "C", "N", "O", "O", "H", "H", "H", "H", "H"], "coordinates": [[1.261413, -0.131179, -0.009967], [0.763301, -1.280226, 0.099837], [0.906892, 0.698846, -1.017555], [1.182623, 2.205648, -1.063168], [0.033180, 0.246006, -2.106224], [2.059775, 0.183208, 0.679947], [1.613653, 2.474767, -0.098873], [0.294765, 2.795988, -1.289672], [1.784149, 2.417363, -1.947167], [-1.000456, -0.045167, -1.919414], [-0.019512, 0.988579, -2.902412], [0.449739, -0.726947, -2.366861], [-1.569142, 4.109353, -6.381498], [-2.536466, 4.234470, -7.139827], [-1.609730, 3.509893, -5.202668], [-0.428262, 3.132831, -4.422704], [-2.857902, 2.851272, -4.675204], [-0.521977, 4.425475, -6.506895], [0.353696, 3.892171, -4.416820], [0.073630, 2.226328, -4.761012], [-0.651732, 2.999170, -3.364264], [-3.048822, 2.999316, -3.612310], [-3.845999, 3.004746, -5.109020], [-2.673250, 1.856598, -5.080954], [-0.636925, -2.583383, 4.367446], [0.692189, -2.546573, 3.920035], [1.654100, -3.124679, 4.633504], [1.328731, -3.828456, 5.792647], [0.001424, -3.967146, 6.179780], [-0.981232, -3.323746, 5.500437], [2.410151, -4.589258, 6.542177], [3.562386, -4.120172, 6.517915], [2.086519, -5.573708, 7.219386], [-1.442114, -2.064171, 3.868957], [0.843125, -2.236397, 2.896603], [2.680778, -3.146263, 4.299022], [-0.202536, -4.562114, 7.057742], [-2.010161, -3.402444, 5.819054]], "atomic_forces_ev_per_a": [[0.353, -2.930, 1.488], [0.688, 2.598, -0.743], [-2.303, 2.656, -1.851], [0.251, -1.459, 0.629], [0.677, -0.789, -0.094], [-0.401, 0.356, -0.169], [0.210, 0.233, -0.390], [-0.546, -0.565, 0.458], [0.654, -0.320, 0.220], [-0.162, 0.349, 1.081], [0.474, -0.208, 0.131], [0.147, -0.015, -0.662], [-1.070, 0.420, -1.723], [1.917, 0.027, 1.184], [-1.589, -0.838, 3.385], [0.282, 0.615, -0.303], [0.452, -0.708, -1.453], [-0.079, 0.479, -1.003], [-0.145, 0.321, -0.381], [-0.219, -0.353, -0.310], [-0.578, 0.085, -0.084], [0.789, -0.357, 0.056], [0.529, 1.287, -0.727], [-0.322, -0.872, 1.268], [-0.226, -0.313, 0.563], [-2.923, 0.694, -1.427], [2.446, -1.631, 1.652], [0.029, -0.563, -0.125], [1.660, -0.896, 1.372], [-0.415, 1.062, -1.126], [0.792, 0.193, 1.235], [-2.032, -0.713, -0.461], [0.161, 1.596, -1.406], [0.119, -0.007, -0.398], [0.394, 0.569, 0.083], [0.106, 0.049, 0.002], [-0.096, -0.112, 0.011], [-0.026, 0.060, 0.017]], "mulliken_spin": [-0.1657, 0.4457, 0.5900, -0.0046, 0.0275, -0.0053, 0.0041, 0.0202, 0.0259, 0.0352, -0.0018, 0.0247, -0.0005, 0.0012, 0.0017, -0.0002, 0.0002, 0.0000, -0.0002, 0.0004, 0.0010, 0.0002, 0.0000, 0.0000, 0.0000, -0.0013, 0.0001, 0.0000, 0.0000, 0.0000, 0.0000, 0.0000, 0.0000, -0.0001, 0.0015, 0.0000, 0.0000, 0.0000], "spin_multiplicity": 2, "homo_energy_ev": [-11.98, -11.98], "total_charge": 1, "lumo_energy_ev": [-4.5, -9.3]}